92
Properties=species:S:1:pos:R:3:mulliken_charge:R:1 method="wB97M-V/def2-TZVPD" mol_weight_da=844.0 spin_multiplicity=2 homo_energy_ev="-4.26 / -4.22" total_charge=-1 gap_ev="6.9 / 6.3" total_energy_ev=-69000.5897 relative_energy_ev=0.132
Ir 0.98780 -0.56643 0.39496 3.7154
C 0.03669 -1.64796 4.30007 -1.8563
C 0.10423 -0.68466 3.14489 0.4348
O 1.12758 -0.87782 2.37591 -0.5248
C -0.84853 0.28672 3.00707 -0.5750
C -0.87232 1.28709 1.98167 0.4566
C -1.79458 2.46166 2.16935 -1.8473
N -0.09658 1.23031 0.94245 1.4407
N -0.11448 2.36077 0.12439 -0.9938
C 0.92378 2.38221 -0.67316 -0.4847
O 1.86983 1.54041 -0.71050 -0.9122
C 0.97326 3.52462 -1.64622 0.7219
C -0.05751 4.45826 -1.73151 -0.5075
C -0.00369 5.47851 -2.66781 -0.7685
C 1.08120 5.57858 -3.53200 -0.4697
C 2.11162 4.65315 -3.44859 -0.9915
C 2.05722 3.63123 -2.51007 0.0062
H 1.03299 -2.03394 4.50891 0.3351
H -0.59763 -2.48820 4.00603 0.2731
H -0.38437 -1.18939 5.19416 0.4653
H -1.61760 0.34020 3.76552 0.2396
H -2.31835 2.38606 3.12071 0.5218
H -2.52192 2.49324 1.35510 0.2742
H -1.23912 3.39738 2.12410 0.3014
H -0.89131 4.36615 -1.04819 0.4287
H -0.81024 6.19955 -2.72629 0.4069
H 1.12146 6.37457 -4.26557 0.3935
H 2.96096 4.72629 -4.11724 0.4177
H 2.84462 2.89236 -2.43566 0.3636
C 3.01417 1.09603 3.65313 -0.7989
Si 3.68946 1.42295 1.93625 0.0397
C 3.13574 3.13010 1.40296 -0.7722
C 5.57626 1.49927 2.09389 -1.2214
C 3.35426 0.02183 0.75928 -0.9602
H 3.28660 1.91447 4.32597 0.4398
H 3.41429 0.16582 4.06249 0.2662
H 1.92940 1.00808 3.63092 0.0298
H 3.62156 3.87800 2.03803 0.5753
H 2.05551 3.25130 1.49766 0.1809
H 3.40455 3.33248 0.36593 0.1297
H 5.87162 2.28276 2.79796 0.2825
H 6.04275 1.71918 1.13066 0.3029
H 5.98203 0.55081 2.45302 0.3032
H 3.60976 -0.95994 1.13554 0.6465
H 3.51073 0.13475 -0.30518 0.3717
C -1.73918 0.59549 -1.65297 0.0428
N -0.72596 0.78377 -2.67117 0.9268
C -1.02443 1.80641 -3.65462 -1.4224
C 0.42371 0.07867 -2.66802 -0.3762
O 0.86436 -0.55346 -1.70679 -0.3155
N 1.16711 0.10505 -3.84369 0.1661
C 0.52900 -0.42934 -5.03845 -1.1837
C 2.54582 -0.33834 -3.69323 -0.9428
H -2.66692 0.25278 -2.11972 0.7771
H -1.90810 1.53594 -1.12366 0.2541
H -1.40737 -0.14949 -0.94200 -1.2417
H -1.41486 2.68195 -3.13231 0.5350
H -1.77819 1.47078 -4.37498 0.2598
H -0.12030 2.09646 -4.18247 0.3860
H -0.54874 -0.30917 -4.98823 0.3878
H 0.74193 -1.49960 -5.13977 0.3701
H 0.89671 0.08635 -5.92874 0.3244
H 2.97501 0.11841 -2.80515 0.0534
H 3.10315 -0.01697 -4.57563 0.3878
H 2.61808 -1.42315 -3.58740 0.3385
F 2.79818 -2.33352 -1.07549 -0.2517
C 1.98306 -2.32652 0.02646 0.1708
F 2.81376 -2.75066 1.04361 -0.2854
F 1.18433 -3.41901 -0.16101 -0.1468
C -5.80868 -5.12393 2.52838 -1.4737
C -4.67576 -4.42156 1.82742 0.7361
C -3.60475 -5.13188 1.30464 -1.0810
C -2.54263 -4.49678 0.66812 1.0865
C -1.40630 -5.30984 0.10957 -1.5301
C -2.54910 -3.10372 0.57120 0.2770
C -3.62091 -2.36611 1.08139 0.7349
C -3.69416 -0.86974 0.92250 -0.9527
C -4.67006 -3.03938 1.69748 -0.9747
C -1.41341 -2.40388 -0.15191 -0.1563
O -1.25180 -2.57779 -1.34652 -0.6973
O -0.73942 -1.63774 0.65035 -0.2890
H -5.74759 -6.20345 2.38847 0.3540
H -6.77661 -4.78834 2.15130 0.3415
H -5.79064 -4.92571 3.60256 0.2823
H -3.59036 -6.21396 1.39209 0.2653
H -1.58660 -6.37402 0.26517 0.3698
H -0.46212 -5.04328 0.58554 0.2195
H -1.28132 -5.11718 -0.95541 0.3060
H -4.05166 -0.60959 -0.07790 0.3540
H -2.71784 -0.41005 1.06473 -0.2247
H -4.38915 -0.44090 1.64555 0.3861
H -5.50297 -2.46275 2.08971 0.3716